{
  "formula": "C30H90N7O11",
  "method": "wB97M-V/def2-TZVPD",
  "de_lowest_ev": 0.000,
  "total_charge": 1,
  "orbital_gap_ev": 7.018,
  "energy_ha": -2407.476930,
  "elements": ["O", "H", "H", "H", "O", "H", "H", "H", "C", "C", "O", "H", "H", "H", "H", "H", "C", "C", "C", "O", "C", "N", "H", "H", "H", "H", "H", "H", "H", "H", "H", "H", "H", "C", "C", "C", "O", "C", "N", "H", "H", "H", "H", "H", "H", "H", "H", "H", "H", "H", "C", "C", "C", "O", "C", "N", "H", "H", "H", "H", "H", "H", "H", "H", "H", "H", "H", "C", "C", "C", "O", "C", "N", "H", "H", "H", "H", "H", "H", "H", "H", "H", "H", "H", "C", "C", "C", "O", "C", "N", "H", "H", "H", "H", "H", "H", "H", "H", "H", "H", "H", "C", "C", "C", "O", "C", "N", "H", "H", "H", "H", "H", "H", "H", "H", "H", "H", "H", "C", "C", "C", "O", "C", "N", "H", "H", "H", "H", "H", "H", "H", "H", "H", "H", "H", "O", "H", "H"],
  "xyz": [[5.737, 2.979, -21.171], [6.245, 3.761, -21.454], [5.551, 2.399, -21.926], [4.816, 3.355, -20.816], [2.320, 2.020, -21.974], [3.039, 1.670, -22.514], [2.620, 2.906, -21.537], [1.527, 2.198, -22.604], [3.576, 5.581, -18.642], [2.877, 5.123, -19.917], [3.391, 3.936, -20.469], [4.657, 5.635, -18.795], [3.323, 4.956, -17.785], [3.284, 6.578, -18.298], [2.983, 5.942, -20.644], [1.805, 4.987, -19.735], [6.607, 12.325, -19.269], [6.334, 11.854, -17.850], [5.780, 10.441, -17.849], [6.675, 9.596, -18.536], [6.308, 8.256, -18.580], [7.590, 11.934, -17.062], [6.705, 13.408, -19.331], [5.696, 12.175, -19.869], [7.377, 11.755, -19.781], [5.609, 12.515, -17.373], [4.780, 10.437, -18.316], [5.550, 10.059, -16.844], [5.302, 8.132, -18.996], [6.386, 7.756, -17.602], [6.984, 7.650, -19.189], [7.320, 11.789, -16.089], [8.101, 11.073, -17.255], [-1.168, 3.286, -22.822], [-0.337, 2.880, -24.028], [0.620, 3.957, -24.503], [1.673, 4.126, -23.582], [2.561, 5.192, -23.902], [0.374, 1.607, -23.807], [-0.620, 3.288, -21.875], [-2.016, 2.614, -22.675], [-1.569, 4.288, -22.967], [-1.055, 2.841, -24.859], [0.048, 4.883, -24.630], [1.051, 3.682, -25.476], [3.305, 5.195, -23.107], [2.021, 6.132, -24.011], [3.098, 4.930, -24.822], [-0.309, 0.918, -23.489], [0.605, 1.168, -24.698], [3.369, 9.659, -20.981], [4.030, 9.307, -22.311], [5.271, 10.111, -22.596], [4.984, 11.489, -22.524], [5.926, 12.306, -23.148], [4.170, 7.855, -22.363], [2.380, 9.225, -20.862], [3.344, 10.739, -20.782], [4.024, 9.422, -20.132], [3.289, 9.539, -23.082], [5.613, 9.883, -23.614], [6.104, 9.877, -21.915], [6.305, 12.005, -24.131], [6.794, 12.539, -22.518], [5.475, 13.283, -23.337], [3.259, 7.425, -22.253], [4.683, 7.429, -21.597], [1.526, 9.368, -17.949], [1.109, 10.815, -18.115], [-0.120, 10.898, -19.006], [-0.435, 12.233, -19.301], [-1.664, 12.314, -19.986], [1.000, 11.414, -16.774], [0.921, 8.770, -17.268], [2.565, 9.258, -17.621], [1.598, 8.859, -18.915], [1.962, 11.362, -18.530], [-0.924, 10.351, -18.489], [0.086, 10.345, -19.935], [-2.514, 11.988, -19.371], [-1.709, 11.541, -20.771], [-1.778, 13.298, -20.425], [0.682, 12.380, -16.809], [0.191, 10.964, -16.339], [-1.808, 8.799, -15.671], [-2.962, 8.028, -16.304], [-2.459, 6.967, -17.266], [-1.557, 7.476, -18.234], [-1.004, 6.456, -19.010], [-3.786, 7.374, -15.275], [-1.141, 9.169, -16.449], [-1.228, 8.235, -14.940], [-2.233, 9.696, -15.211], [-3.520, 8.793, -16.859], [-3.323, 6.532, -17.791], [-1.980, 6.138, -16.730], [-1.758, 5.905, -19.589], [-0.407, 5.727, -18.443], [-0.269, 6.896, -19.689], [-4.727, 7.278, -15.644], [-3.846, 8.062, -14.530], [-0.193, 2.811, -17.947], [-1.285, 1.770, -18.017], [-2.674, 2.388, -18.107], [-3.007, 2.946, -16.878], [-4.323, 3.466, -16.831], [-1.007, 0.866, -19.160], [-0.398, 3.546, -17.160], [-0.184, 3.433, -18.851], [0.809, 2.431, -17.762], [-1.243, 1.078, -17.173], [-3.378, 1.622, -18.476], [-2.675, 3.077, -18.976], [-4.407, 4.272, -17.568], [-4.445, 4.002, -15.887], [-5.062, 2.664, -16.851], [-1.248, 1.360, -20.025], [-1.763, 0.178, -19.168], [7.420, 2.260, -15.638], [6.587, 3.297, -16.358], [6.497, 3.048, -17.862], [7.713, 3.335, -18.541], [7.967, 4.700, -18.749], [5.186, 3.274, -15.868], [7.444, 2.418, -14.558], [8.461, 2.271, -15.975], [7.112, 1.225, -15.804], [6.937, 4.328, -16.273], [5.663, 3.640, -18.253], [6.293, 1.986, -18.005], [8.027, 5.286, -17.830], [7.225, 5.153, -19.431], [8.912, 4.772, -19.288], [5.060, 2.521, -15.195], [5.078, 4.079, -15.255], [3.264, 2.276, -17.941], [3.257, 2.967, -18.616], [3.574, 2.723, -17.130]]
}


{
  "formula": "CH2ClF",
  "method": "wB97M-V/def2-TZVPD",
  "de_lowest_ev": 0.000,
  "multiplicity": 3,
  "total_charge": 0,
  "orbital_gap_ev": [9.578, 10.221],
  "energy_ha": -599.151284,
  "elements": ["C", "F", "Cl", "H", "H"],
  "xyz": [[-0.773, 0.035, 0.334], [-1.056, -1.272, -0.044], [-2.158, 0.895, 0.325], [1.891, -0.152, -0.362], [2.097, 0.494, -0.253]]
}


{
  "formula": "C2H5N2O3",
  "method": "wB97M-V/def2-TZVPD",
  "smiles": "C/C(=[NH+]/O)[N+](=O)[O-]",
  "de_lowest_ev": 6.909,
  "total_charge": 1,
  "orbital_gap_ev": 10.604,
  "energy_ha": -413.958207,
  "elements": ["C", "C", "N", "O", "N", "O", "O", "H", "H", "H", "H", "H"],
  "xyz": [[1.241, -0.995, 0.109], [0.127, -0.036, 0.043], [0.213, 1.170, 0.340], [-0.685, 2.198, 0.298], [-1.287, -0.605, -0.536], [-1.267, -1.779, -0.899], [-2.141, 0.211, -0.703], [1.443, -1.025, 1.198], [0.886, -1.930, -0.286], [2.066, -0.620, -0.559], [0.992, 1.421, 0.896], [-1.589, 1.989, 0.099]]
}


{
  "formula": "C50H57N2O4P3RuSi",
  "method": "wB97M-V/def2-TZVPD",
  "de_lowest_ev": 0.994,
  "multiplicity": 6,
  "total_charge": 1,
  "orbital_gap_ev": [6.737, 6.522],
  "energy_ha": -3758.285321,
  "elements": ["Ru", "C", "Si", "C", "C", "C", "C", "C", "C", "P", "C", "C", "C", "C", "C", "C", "C", "C", "C", "C", "C", "C", "C", "C", "C", "C", "C", "C", "P", "C", "C", "C", "C", "C", "C", "C", "C", "C", "C", "C", "C", "H", "H", "H", "H", "H", "H", "H", "H", "H", "H", "H", "H", "H", "H", "H", "H", "H", "H", "H", "H", "H", "H", "H", "H", "H", "H", "H", "H", "H", "H", "H", "C", "C", "C", "C", "N", "N", "C", "H", "H", "H", "H", "H", "H", "H", "H", "C", "C", "C", "C", "O", "P", "O", "O", "O", "C", "C", "C", "C", "H", "H", "H", "H", "H", "H", "H", "H", "H", "H", "H", "H", "H", "H", "H", "H", "H", "H"],
  "xyz": [[0.340, -0.858, 0.266], [0.806, 0.181, 4.170], [0.584, 0.467, 2.331], [-1.285, 0.900, 2.229], [-1.724, 2.156, 2.653], [-3.079, 2.422, 2.791], [-4.019, 1.459, 2.458], [-3.607, 0.212, 2.028], [-2.250, -0.087, 1.931], [-1.659, -1.792, 1.648], [-2.912, -2.861, 2.467], [-3.347, -2.525, 3.753], [-4.260, -3.331, 4.415], [-4.724, -4.497, 3.818], [-4.246, -4.871, 2.571], [-3.333, -4.065, 1.901], [-1.734, -2.327, -0.127], [-2.873, -2.152, -0.920], [-2.910, -2.675, -2.197], [-1.798, -3.324, -2.733], [-0.641, -3.449, -1.990], [-0.599, -2.956, -0.684], [1.971, 1.667, 1.804], [2.337, 2.657, 2.724], [3.430, 3.481, 2.511], [4.196, 3.332, 1.365], [3.855, 2.365, 0.433], [2.761, 1.520, 0.642], [2.379, 0.284, -0.669], [3.807, -0.829, -0.878], [5.047, -0.694, -0.266], [6.083, -1.554, -0.606], [5.885, -2.557, -1.546], [4.639, -2.716, -2.140], [3.603, -1.858, -1.802], [2.581, 1.327, -2.176], [1.686, 2.357, -2.444], [1.903, 3.209, -3.519], [3.015, 3.052, -4.332], [3.921, 2.039, -4.062], [3.708, 1.180, -2.994], [0.387, 1.021, 4.733], [1.864, 0.070, 4.431], [0.277, -0.728, 4.479], [-0.997, 2.924, 2.907], [-3.406, 3.387, 3.162], [-5.077, 1.681, 2.527], [-4.350, -0.539, 1.791], [-2.977, -1.623, 4.225], [-4.615, -3.046, 5.399], [-5.455, -5.114, 4.327], [-4.587, -5.792, 2.113], [-2.962, -4.371, 0.930], [-3.728, -1.617, -0.525], [-3.810, -2.564, -2.793], [-1.840, -3.735, -3.735], [0.226, -3.956, -2.399], [0.230, -3.250, -0.046], [1.751, 2.788, 3.631], [3.684, 4.243, 3.241], [5.057, 3.967, 1.192], [4.437, 2.273, -0.476], [5.206, 0.072, 0.483], [7.052, -1.438, -0.134], [6.701, -3.220, -1.812], [4.480, -3.502, -2.869], [2.628, -1.969, -2.267], [0.839, 2.514, -1.803], [1.197, 4.001, -3.721], [3.180, 3.722, -5.169], [4.801, 1.910, -4.682], [4.436, 0.403, -2.809], [0.632, -5.149, 5.017], [1.259, -4.258, 3.996], [2.525, -3.737, 3.888], [2.514, -2.943, 2.724], [1.312, -2.965, 2.145], [0.576, -3.771, 2.943], [3.634, -2.158, 2.140], [1.395, -5.738, 5.521], [-0.087, -5.831, 4.563], [0.109, -4.563, 5.775], [3.360, -3.908, 4.554], [-0.382, -3.962, 2.716], [4.596, -2.540, 2.481], [3.567, -1.099, 2.415], [3.595, -2.232, 1.061], [-3.049, 1.074, -4.616], [-1.579, 1.322, -4.281], [-0.787, 0.022, -4.259], [-0.977, 2.284, -5.291], [-1.444, 2.002, -2.991], [-1.831, 1.445, -1.538], [-3.182, 0.861, -1.492], [-0.708, 0.505, -1.056], [-1.597, 2.773, -0.679], [-2.197, 4.105, -0.857], [-3.660, 4.020, -1.282], [-1.389, 4.926, -1.855], [-2.078, 4.767, 0.509], [-3.115, 0.535, -5.564], [-3.580, 2.023, -4.724], [-3.532, 0.496, -3.829], [-0.849, -0.486, -5.226], [-1.181, -0.631, -3.484], [0.265, 0.226, -4.029], [-1.038, 1.848, -6.291], [0.068, 2.490, -5.056], [-1.534, 3.226, -5.291], [-3.756, 3.610, -2.290], [-4.097, 5.020, -1.266], [-4.217, 3.372, -0.604], [-1.389, 4.449, -2.830], [-0.360, 5.035, -1.503], [-1.833, 5.919, -1.949], [-2.773, 4.326, 1.224], [-2.309, 5.829, 0.413], [-1.059, 4.663, 0.892]]
}